Run a
Formula: C41H48CsIN5O7P2
Source: OMol25
Level of theory: the ωB97M-V functional and the def2-TZVPD basis

Positions of all 105 atoms, in Å:
Cs1 0.0456 0.0699 -0.6943
O1 -3.6430 5.9484 0.7032
C1 -3.0421 4.9182 0.4709
C2 -1.7522 4.4733 1.1128
O2 -1.0978 5.0922 1.9417
C3 -1.4371 3.1627 0.5367
C4 -2.4208 2.8078 -0.4504
O3 -2.3614 1.7421 -1.1362
C5 -3.4461 3.8513 -0.5126
O4 -4.4347 3.8782 -1.2420
O5 -0.4478 2.4289 0.8144
I1 3.2111 -2.5749 -0.6245
C6 4.5200 -3.2972 0.8659
C7 5.1766 -4.4185 0.4244
C8 6.1648 -5.0664 1.1845
C9 6.5038 -4.5509 2.3932
C10 5.8501 -3.3998 2.8948
C11 6.2733 -2.9156 4.1557
C12 5.6952 -1.8215 4.7146
C13 4.6387 -1.2000 4.0308
C14 4.1714 -1.6246 2.8095
P1 2.6747 -0.7007 2.2130
C15 1.6768 -0.7347 3.7572
C16 0.8883 -1.8685 3.9548
C17 0.1023 -1.9988 5.0894
C18 0.0692 -0.9796 6.0318
C19 0.8258 0.1661 5.8308
C20 1.6256 0.2870 4.7026
C21 3.2661 1.0236 2.1622
C22 2.2711 1.9915 2.0106
C23 2.5900 3.3347 1.8973
C24 3.9239 3.7248 1.9170
C25 4.9230 2.7705 2.0483
C26 4.6001 1.4241 2.1755
C27 4.8061 -2.7452 2.1632
H1 4.9377 -4.8115 -0.5542
H2 6.6504 -5.9486 0.7882
H3 7.2781 -5.0028 3.0014
H4 7.0750 -3.4452 4.6571
H5 6.0175 -1.4390 5.6743
H6 4.1597 -0.3513 4.5026
H7 0.8888 -2.6528 3.2049
H8 -0.4984 -2.8891 5.2301
H9 -0.5585 -1.0697 6.9095
H10 0.7868 0.9759 6.5485
H11 2.1996 1.1928 4.5485
H12 1.2213 1.7262 1.9725
H13 1.7809 4.0486 1.7915
H14 4.1849 4.7719 1.8238
H15 5.9642 3.0704 2.0531
H16 5.3916 0.6922 2.2788
O6 -0.1948 -2.8060 -4.8110
C28 0.5373 -2.4100 -3.8712
N1 1.2046 -2.0311 -2.9961
C29 -3.3473 -1.6745 3.3365
P2 -2.5299 -0.5467 2.1268
C30 -4.0329 0.1415 1.3329
C31 -2.0700 0.8095 3.2674
H17 -4.1156 -1.1564 3.9171
H18 -2.5958 -2.0683 4.0234
H19 -3.8080 -2.5185 2.8197
H20 -4.7047 0.6145 2.0532
H21 -4.5766 -0.6672 0.8347
H22 -3.7462 0.8620 0.5647
H23 -2.9299 1.1683 3.8396
H24 -1.6322 1.6349 2.7056
H25 -1.3108 0.4372 3.9597
N2 -2.6239 -2.8218 -4.3504
C32 -2.7847 -3.8376 -3.2823
C33 -2.0404 -3.3643 -2.0362
N3 -2.3861 -2.0190 -1.6273
C34 -2.4261 -1.0422 -2.7074
C35 -3.1981 -1.5162 -3.9235
H26 -3.0822 -3.1418 -5.1977
H27 -1.4441 -2.7259 -4.5674
H28 -2.3750 -4.7810 -3.6443
H29 -3.8518 -3.9646 -3.0742
H30 -0.9647 -3.4100 -2.2260
H31 -2.2493 -4.0528 -1.2168
H32 -3.2066 -1.9756 -1.0394
H33 -1.4069 -0.8353 -3.0566
H34 -2.8147 -0.0993 -2.3203
H35 -3.0954 -0.7978 -4.7326
H36 -4.2597 -1.6648 -3.6994
C36 0.3024 2.9274 -2.9267
N4 -0.8910 2.7060 -3.7148
C37 -1.8934 3.7602 -3.6582
C38 -3.2427 3.2309 -4.0844
C39 -3.0839 2.5165 -5.4069
N5 -2.1201 1.4377 -5.2668
C40 -1.9632 0.5961 -6.4337
C41 -0.9870 1.5860 -4.4690
O7 -0.1239 0.7061 -4.4622
H37 0.8249 3.8188 -3.2898
H38 0.9697 2.0781 -3.0442
H39 0.0417 3.0759 -1.8750
H40 -1.5779 4.6002 -4.2930
H41 -1.9417 4.1209 -2.6303
H42 -3.9557 4.0509 -4.1630
H43 -3.6117 2.5552 -3.3114
H44 -2.7660 3.2201 -6.1935
H45 -4.0311 2.0778 -5.7327
H46 -2.9405 0.2112 -6.7382
H47 -1.2956 -0.2304 -6.2011
H48 -1.5410 1.1490 -7.2837

Values from the calculation:
Gap between HOMO and LUMO = 4.91 eV
LUMO level = 1.466 eV
M = 1044.62 g mol⁻¹
Multiplicity = 1
Net charge = -1

Run b
Formula: C41H48CsIN5O7P2
Source: OMol25
Level of theory: the ωB97M-V functional and the def2-TZVPD basis

Positions of all 105 atoms, in Å:
Cs1 1.2616 -1.0073 0.0190
O1 1.4006 3.5795 5.4099
C1 1.3950 2.8063 4.4872
C2 0.2119 2.0778 3.9038
O2 -0.9693 2.1691 4.2530
C3 0.7154 1.2684 2.8520
C4 2.1058 1.4077 2.6019
O3 2.8280 0.8971 1.7292
C5 2.6053 2.3793 3.6516
O4 3.7352 2.7651 3.7992
O5 -0.1117 0.4962 2.1234
I1 3.2791 1.8410 -1.4626
C6 3.3616 2.0395 -3.5472
C7 4.6499 1.9990 -4.0146
C8 4.9515 2.2090 -5.3708
C9 3.9414 2.4901 -6.2318
C10 2.5987 2.5338 -5.7854
C11 1.6064 2.8540 -6.7490
C12 0.2994 2.8973 -6.4014
C13 -0.0712 2.5786 -5.0790
C14 0.8349 2.2608 -4.1002
P1 0.1452 1.6903 -2.4665
C15 -0.0573 3.2773 -1.5680
C16 -0.0858 3.1917 -0.1726
C17 -0.2947 4.3151 0.6114
C18 -0.4548 5.5534 0.0038
C19 -0.3990 5.6588 -1.3783
C20 -0.2016 4.5274 -2.1599
C21 -1.5882 1.3140 -2.9350
C22 -2.6386 2.2305 -2.9112
C23 -3.9109 1.8525 -3.3155
C24 -4.1468 0.5520 -3.7400
C25 -3.1118 -0.3714 -3.7393
C26 -1.8393 0.0021 -3.3344
C27 2.2494 2.2697 -4.4322
H1 5.4582 1.8203 -3.3194
H2 5.9795 2.1648 -5.7061
H3 4.1394 2.6855 -7.2787
H4 1.9218 3.0588 -7.7651
H5 -0.4640 3.1443 -7.1283
H6 -1.1262 2.5612 -4.8459
H7 0.0837 2.2322 0.3050
H8 -0.3157 4.2199 1.6904
H9 -0.6076 6.4391 0.6080
H10 -0.5076 6.6263 -1.8530
H11 -0.1594 4.6257 -3.2380
H12 -2.4621 3.2472 -2.5812
H13 -4.7183 2.5749 -3.2938
H14 -5.1409 0.2559 -4.0533
H15 -3.2914 -1.3963 -4.0399
H16 -1.0425 -0.7375 -3.3080
O6 -1.1149 -3.7961 -1.6186
C28 -0.2659 -3.0740 -2.1144
N1 0.5572 -2.3632 -2.5841
C29 4.4469 -5.0980 1.1789
P2 3.6419 -3.4610 0.9482
C30 3.8860 -3.2873 -0.8774
C31 4.9933 -2.3622 1.5344
H17 5.4511 -5.1157 0.7469
H18 3.8466 -5.8763 0.7059
H19 4.5176 -5.3317 2.2422
H20 4.8706 -3.6727 -1.1552
H21 3.8326 -2.2372 -1.1778
H22 3.1081 -3.8231 -1.4252
H23 5.9333 -2.5564 1.0113
H24 5.1405 -2.5049 2.6058
H25 4.7057 -1.3187 1.3872
N2 -2.7595 0.0585 2.3911
C32 -2.9922 -1.1866 1.6518
C33 -2.8432 -0.9456 0.1539
N3 -3.6768 0.1458 -0.3283
C34 -3.4560 1.3548 0.4537
C35 -3.6372 1.1439 1.9502
H26 -1.0602 0.5318 2.4320
H27 -2.8728 -0.0880 3.3878
H28 -4.0048 -1.5827 1.8481
H29 -2.2699 -1.9278 1.9867
H30 -3.0520 -1.8589 -0.4040
H31 -1.8046 -0.6747 -0.0628
H32 -4.6554 -0.1189 -0.2875
H33 -4.1242 2.1428 0.0990
H34 -2.4312 1.6908 0.2619
H35 -4.6949 0.9095 2.1582
H36 -3.3686 2.0434 2.5078
C36 -0.2099 -4.2394 1.5586
N4 -0.8251 -3.8403 2.8147
C37 -2.0565 -4.5177 3.1649
C38 -2.3941 -4.3190 4.6272
C39 -2.2941 -2.8456 4.9621
N5 -0.9759 -2.3535 4.6300
C40 -0.5675 -1.1141 5.2697
C41 -0.3183 -2.7452 3.4826
O7 0.6931 -2.1781 3.0886
H37 -0.0324 -5.3192 1.5655
H38 0.7456 -3.7353 1.4497
H39 -0.8498 -4.0142 0.6978
H40 -1.9274 -5.5801 2.9389
H41 -2.8840 -4.1647 2.5328
H42 -1.6929 -4.8776 5.2506
H43 -3.4004 -4.6895 4.8298
H44 -2.4543 -2.6751 6.0288
H45 -3.0843 -2.2875 4.4329
H46 -1.1688 -0.2564 4.9574
H47 0.4677 -0.9061 5.0151
H48 -0.6598 -1.2288 6.3517

Values from the calculation:
Gap between HOMO and LUMO = 7.10 eV
LUMO level = 1.926 eV
M = 1044.62 g mol⁻¹
Multiplicity = 1
Net charge = -1

Relative energy of each structure, in hartree: run a 0.0314; run b 0.0000.